A.
9
Properties=species:S:1:pos:R:3:mulliken_charge:R:1 method="wB97M-V/def2-TZVPD" homo_lumo_gap_ev=9.09 e_homo_ev=-9.104 total_charge=0
C -0.905 0.532 -0.188 -0.59
P 1.211 -1.415 -0.127 -0.05
S 0.488 1.759 -0.021 -0.14
S -0.484 -0.879 0.874 -0.04
I -2.790 1.404 0.506 0.07
H -1.291 0.143 -1.186 0.47
H 1.221 -2.696 0.370 0.05
H 2.160 -1.232 0.991 0.07
H 0.390 2.383 -1.219 0.16

---

B.
9
Properties=species:S:1:pos:R:3:mulliken_charge:R:1 method="wB97M-V/def2-TZVPD" homo_lumo_gap_ev="5.70 / 5.70" e_homo_ev="-7.691 / -7.691" total_charge=0
C -0.463 1.298 -0.418 -0.16
P 0.179 -1.598 -0.478 -0.01
S -0.685 2.965 -0.174 -0.04
S 0.707 0.326 0.426 0.03
I -3.329 -0.466 0.068 -0.53
H -0.970 0.794 -1.253 0.39
H -0.871 -1.501 0.485 0.06
H 1.019 -2.337 0.498 0.08
H 0.100 3.071 0.997 0.18

---

Relative energy of each structure, in kJ/mol: A 0.0; B 100.1.

---

A.
10
Properties=species:S:1:pos:R:3:mulliken_charge:R:1 method="wB97M-V/def2-TZVPD" homo_lumo_gap_ev="6.84 / 6.84" e_homo_ev="-8.274 / -8.276" total_charge=0
C -0.020 1.784 0.218 -0.52
C 2.216 -0.380 -0.472 0.31
C -0.032 0.392 0.009 0.62
C -1.179 -0.590 0.041 -1.20
N 1.178 -0.023 -0.021 0.00
Cl -1.552 2.517 0.068 -0.12
Cl 3.662 -0.897 0.164 -0.06
H -1.399 -1.109 -0.919 0.28
H -2.062 -0.177 0.329 0.39
H -0.812 -1.517 0.583 0.28

---

B.
10
Properties=species:S:1:pos:R:3:mulliken_charge:R:1 method="wB97M-V/def2-TZVPD" homo_lumo_gap_ev=8.05 e_homo_ev=-8.384 total_charge=0
C 0.020 1.002 0.530 -0.01
C -1.211 1.322 0.146 0.29
C -0.114 -0.239 -0.335 0.73
C 0.730 -1.405 -0.334 -0.83
N -1.339 0.054 -0.688 -0.62
Cl 1.248 1.745 1.528 -0.20
Cl -2.261 2.548 0.194 -0.17
H 0.525 -1.967 0.516 0.28
H 1.755 -0.935 -0.289 0.26
H 0.647 -2.126 -1.269 0.27

---

Relative energy of each structure, in kJ/mol: A 178.4; B 0.0.

---

A.
128
Properties=species:S:1:pos:R:3:mulliken_charge:R:1 method="wB97M-V/def2-TZVPD" homo_lumo_gap_ev=7.47 e_homo_ev=-7.223 total_charge=0
Rb -0.462 -1.342 1.087 0.44
C -0.594 -8.491 0.113 -1.60
C 0.678 -8.159 -0.665 0.34
C 0.580 -8.737 -2.068 -0.98
C 1.743 -8.285 -2.934 -1.01
C 1.744 -6.785 -3.007 1.04
C 2.149 -6.118 -4.139 -0.82
C 2.160 -4.726 -4.161 0.15
F 2.568 -4.111 -5.291 -0.37
C 1.783 -3.987 -3.080 -1.19
C 1.362 -4.647 -1.919 0.51
C 0.997 -3.835 -0.748 1.20
O 0.922 -2.603 -0.805 -0.79
C 0.748 -4.606 0.447 0.34
C 0.688 -5.955 0.394 -0.06
N 0.902 -6.695 -0.726 0.19
C 1.323 -6.048 -1.881 -0.54
C 0.444 -3.874 1.742 -0.78
O 1.388 -3.245 2.270 -0.72
O -0.747 -3.901 2.128 -0.97
H -0.842 -9.541 -0.043 0.42
H -1.424 -7.881 -0.246 0.39
H -0.494 -8.335 1.185 0.48
H 1.540 -8.607 -0.159 0.12
H -0.361 -8.412 -2.521 0.36
H 0.551 -9.824 -1.986 0.41
H 1.676 -8.709 -3.936 0.44
H 2.684 -8.637 -2.496 0.32
H 2.471 -6.666 -5.015 0.50
H 1.803 -2.907 -3.090 0.69
H 0.455 -6.514 1.288 0.54
O -3.093 -2.451 1.975 -0.36
H -3.807 -2.924 2.413 0.21
H -2.292 -2.987 2.155 0.36
O -0.580 1.313 0.621 0.24
H -0.226 0.948 -0.198 0.18
H -0.642 2.262 0.469 -0.12
O 0.924 -0.935 3.537 0.25
H 1.308 -1.028 4.415 0.14
H 1.034 -1.840 3.148 0.24
Br -4.577 1.766 6.032 -0.19
C -2.733 2.145 5.838 0.34
C -2.181 3.105 6.675 -0.45
C -0.839 3.433 6.561 -0.54
C -0.051 2.806 5.609 -0.80
C -0.602 1.847 4.775 -0.05
C -1.947 1.504 4.887 -0.50
I -2.661 0.018 3.605 0.44
H -2.808 3.592 7.408 0.39
H -0.415 4.181 7.219 0.38
H 0.996 3.063 5.509 0.45
H 0.008 1.346 4.033 0.60
C -1.987 3.596 -2.473 -1.63
C -2.618 3.550 -3.864 2.79
C -2.680 4.998 -4.382 -2.06
C -1.687 2.795 -4.825 -1.91
C -4.041 2.896 -3.883 1.77
O -4.517 2.960 -5.245 -0.69
C -5.146 3.594 -3.047 -1.44
C -5.459 3.266 -1.573 -1.20
C -4.701 4.040 -0.523 0.11
C -4.006 3.397 0.495 0.09
C -3.328 4.119 1.469 -0.97
C -3.332 5.502 1.415 0.29
Cl -2.467 6.408 2.620 -0.25
C -4.035 6.170 0.425 -0.79
C -4.723 5.433 -0.525 -0.04
C -4.082 1.352 -3.734 -2.63
N -3.526 0.653 -2.584 1.24
C -2.307 0.120 -2.381 -0.09
N -2.299 -0.615 -1.289 -0.17
C -3.563 -0.461 -0.814 -0.75
N -4.338 0.281 -1.569 -1.04
H -0.933 3.860 -2.579 0.74
H -2.051 2.645 -1.946 -0.08
H -2.454 4.355 -1.848 0.06
H -1.686 5.440 -4.293 0.49
H -3.359 5.626 -3.806 0.36
H -2.955 5.046 -5.437 0.52
H -0.771 3.371 -4.968 0.51
H -2.159 2.659 -5.797 0.40
H -1.394 1.818 -4.448 0.19
H -4.721 3.878 -5.451 0.52
H -6.053 3.347 -3.604 0.37
H -5.025 4.674 -3.143 0.52
H -5.382 2.197 -1.380 0.49
H -6.515 3.521 -1.446 0.45
H -3.993 2.313 0.540 0.38
H -2.810 3.610 2.270 0.70
H -4.052 7.251 0.410 0.44
H -5.285 5.960 -1.288 0.42
H -3.625 0.944 -4.634 0.57
H -5.135 1.079 -3.757 0.39
H -1.482 0.227 -3.062 0.34
H -3.913 -0.942 0.085 0.59
C 4.643 4.179 -1.126 -1.06
Si 3.701 3.324 0.255 0.10
C 1.897 3.856 0.220 -0.64
C 4.437 3.817 1.907 -0.98
C 3.780 1.468 0.028 -0.85
Te 2.599 0.415 1.499 -0.27
C 3.845 -1.332 1.392 -0.12
Si 5.205 -1.314 2.677 0.24
C 4.395 -1.370 4.370 -0.85
C 6.260 0.236 2.550 -0.73
C 6.320 -2.811 2.453 -1.09
H 4.606 5.265 -1.008 0.31
H 4.230 3.933 -2.107 0.30
H 5.693 3.877 -1.121 0.29
H 1.790 4.929 0.050 0.41
H 1.417 3.619 1.174 0.23
H 1.361 3.331 -0.574 0.01
H 4.213 4.862 2.136 0.38
H 5.523 3.698 1.913 0.30
H 4.025 3.199 2.708 0.25
H 4.810 1.124 0.147 0.33
H 3.440 1.167 -0.965 0.50
H 4.206 -1.371 0.363 0.59
H 3.184 -2.187 1.547 -0.33
H 3.731 -0.510 4.487 0.16
H 5.131 -1.342 5.176 0.42
H 3.801 -2.281 4.480 0.28
H 5.642 1.135 2.610 -0.02
H 6.819 0.266 1.612 0.30
H 6.985 0.272 3.367 0.39
H 5.746 -3.739 2.503 0.31
H 7.086 -2.846 3.231 0.30
H 6.826 -2.781 1.486 0.31

---

B.
128
Properties=species:S:1:pos:R:3:mulliken_charge:R:1 method="wB97M-V/def2-TZVPD" homo_lumo_gap_ev=7.34 e_homo_ev=-7.064 total_charge=0
Rb -0.751 0.931 -1.136 0.14
C -1.885 8.315 -0.992 -1.59
C -0.407 8.178 -0.630 0.39
C -0.090 8.991 0.609 -1.00
C 1.346 8.775 1.059 -1.01
C 1.560 7.313 1.353 1.08
C 2.427 6.885 2.332 -0.83
C 2.604 5.523 2.564 0.25
F 3.463 5.150 3.531 -0.37
C 1.940 4.579 1.845 -1.32
C 1.054 4.994 0.843 0.42
C 0.362 3.972 0.046 1.04
O 0.419 2.769 0.333 0.01
C -0.343 4.484 -1.107 0.48
C -0.532 5.812 -1.248 -0.16
N -0.038 6.754 -0.403 0.19
C 0.848 6.357 0.600 -0.33
C -0.864 3.483 -2.119 -0.86
O -0.012 2.980 -2.888 -0.84
O -2.080 3.165 -2.045 -0.85
H -2.178 9.362 -0.908 0.42
H -2.496 7.729 -0.301 0.38
H -2.109 7.992 -2.008 0.46
H 0.203 8.554 -1.455 0.12
H -0.773 8.692 1.410 0.35
H -0.281 10.038 0.382 0.41
H 1.579 9.372 1.941 0.44
H 2.027 9.099 0.264 0.32
H 2.983 7.606 2.925 0.49
H 2.072 3.519 2.028 0.60
H -1.101 6.191 -2.087 0.54
O -0.156 -1.516 -0.283 -0.26
H 0.223 -2.277 0.168 0.00
H 0.598 -0.947 -0.507 0.13
O -3.183 1.803 -0.007 0.06
H -2.791 2.406 -0.679 0.24
H -4.066 2.141 0.161 0.02
O 0.024 0.540 -4.059 -0.16
H 0.389 0.729 -4.928 0.15
H -0.145 1.434 -3.675 0.33
Br -3.282 -4.120 -5.603 -0.19
C -4.402 -3.381 -4.265 0.19
C -5.640 -3.983 -4.079 -0.45
C -6.496 -3.518 -3.094 -0.63
C -6.115 -2.453 -2.292 -0.60
C -4.881 -1.852 -2.482 -0.13
C -4.010 -2.302 -3.474 0.01
I -2.208 -1.274 -3.712 0.33
H -5.921 -4.819 -4.705 0.38
H -7.461 -3.991 -2.956 0.36
H -6.776 -2.090 -1.513 0.34
H -4.581 -1.018 -1.857 0.35
C 1.910 -4.152 -1.865 -1.31
C 2.762 -4.463 -3.108 3.01
C 2.926 -5.993 -3.157 -2.18
C 1.963 -4.070 -4.363 -1.98
C 4.175 -3.767 -3.135 1.45
O 4.877 -4.270 -4.296 -0.69
C 5.126 -4.045 -1.942 -1.51
C 5.163 -3.232 -0.630 -1.37
C 4.129 -3.532 0.429 -0.04
C 3.314 -2.525 0.932 0.33
C 2.341 -2.789 1.889 -0.79
C 2.179 -4.086 2.347 0.22
Cl 0.941 -4.437 3.519 -0.21
C 3.002 -5.104 1.892 -0.74
C 3.977 -4.817 0.947 -0.29
C 4.154 -2.276 -3.552 -2.43
N 3.497 -1.280 -2.711 1.63
C 2.194 -1.028 -2.568 -0.41
N 2.009 -0.056 -1.703 0.34
C 3.282 0.295 -1.359 -1.02
N 4.221 -0.412 -1.949 -1.12
H 0.860 -4.367 -2.093 0.67
H 1.969 -3.114 -1.541 -0.33
H 2.197 -4.776 -1.017 0.26
H 1.943 -6.451 -3.019 0.49
H 3.569 -6.378 -2.362 0.36
H 3.304 -6.340 -4.125 0.56
H 1.112 -4.749 -4.475 0.56
H 2.575 -4.143 -5.263 0.37
H 1.549 -3.060 -4.303 0.26
H 5.068 -5.201 -4.153 0.53
H 6.114 -3.920 -2.387 0.44
H 5.045 -5.108 -1.697 0.46
H 5.158 -2.164 -0.843 0.49
H 6.146 -3.439 -0.198 0.56
H 3.433 -1.508 0.562 0.67
H 1.716 -1.994 2.281 0.18
H 2.881 -6.109 2.279 0.46
H 4.621 -5.619 0.595 0.39
H 3.701 -2.240 -4.539 0.52
H 5.183 -1.954 -3.658 0.40
H 1.407 -1.549 -3.094 0.19
H 3.512 1.090 -0.660 0.57
C 1.056 -1.679 5.623 -0.91
Si 0.241 -0.391 4.554 0.26
C 1.527 0.464 3.497 -0.53
C -0.598 0.866 5.643 -1.09
C -1.041 -1.190 3.449 -0.58
Te -1.849 0.255 2.086 -0.08
C -3.464 -1.017 1.475 0.14
Si -5.007 -0.740 2.483 0.21
C -5.635 0.995 2.211 -1.05
C -4.679 -0.989 4.300 -0.96
C -6.336 -1.939 1.948 -0.66
H 1.778 -1.214 6.307 0.34
H 1.591 -2.423 5.020 0.26
H 0.310 -2.208 6.229 0.26
H 2.053 1.229 4.080 0.49
H 1.065 0.962 2.634 -0.23
H 2.276 -0.243 3.120 0.32
H 0.128 1.373 6.289 0.31
H -1.348 0.387 6.286 0.28
H -1.108 1.623 5.038 0.32
H -1.864 -1.587 4.055 0.33
H -0.620 -2.018 2.867 0.28
H -3.091 -2.044 1.548 0.62
H -3.639 -0.798 0.415 -0.54
H -4.852 1.728 2.441 0.31
H -6.489 1.195 2.869 0.40
H -5.972 1.140 1.175 0.28
H -3.877 -0.326 4.645 0.17
H -4.390 -2.026 4.518 0.30
H -5.582 -0.764 4.878 0.39
H -6.559 -1.837 0.878 -0.05
H -7.262 -1.754 2.505 0.32
H -6.033 -2.977 2.130 0.29

---

Relative energy of each structure, in kJ/mol: A 0.0; B 16.9.